[1]
Formula: C12H8Cl2INO3Tc
Source: the OMol25 dataset
Level of theory: the ωB97M-V functional and the def2-TZVPD basis

```
28
Properties=species:S:1:pos:R:3
Tc -0.04 1.63 -0.73
Cl 1.17 -2.81 4.54
C 0.91 -1.41 3.55
C 0.80 -0.18 4.13
C 0.60 0.98 3.36
I 0.44 2.81 4.31
C 0.55 0.92 1.98
O 0.39 1.98 1.20
C 0.61 -0.38 1.39
N 0.41 -0.43 0.05
C 0.44 -1.59 -0.59
C 0.68 -2.79 0.09
C 0.86 -2.78 1.45
C 0.81 -1.55 2.15
H 0.86 -0.09 5.21
H 0.26 -1.56 -1.65
H 0.71 -3.72 -0.47
H 1.03 -3.69 2.00
Cl -0.89 -1.16 -4.62
C -2.09 0.10 -4.21
C -1.49 1.25 -3.42
O -1.77 2.39 -3.70
O -0.71 0.87 -2.44
H -2.86 -0.38 -3.61
H -2.52 0.48 -5.13
C 0.19 3.37 -1.45
H 0.79 4.13 -0.94
H -0.13 3.62 -2.46
```

Values from the calculation:
Frontier orbital gap (alpha / beta) ... 7.238 / 7.249 eV
ΔE to the lowest compared entry with this formula, charge and spin ... 4.2 kcal/mol
Molecular weight ... 510.01 g/mol
HOMO level (alpha / beta) ... -8.22 / -8.46 eV
Spin multiplicity ... 4
Energy ... -55549.683 eV
LUMO energy (alpha / beta) ... -0.979 / -1.216 eV

=====

[2]
Formula: C12H8CoN2O4Se
Source: the OMol25 dataset
Level of theory: the ωB97M-V functional and the def2-TZVPD basis

```
28
Properties=species:S:1:pos:R:3
Co -2.42 0.12 -2.71
O -2.61 -1.88 -4.89
C -2.64 -1.04 -4.09
C -3.21 0.15 -1.10
O -3.82 0.06 -0.11
C -1.48 1.63 -2.65
O -0.77 2.54 -2.71
C -3.73 1.08 -3.38
O -4.56 1.78 -3.75
C 2.32 -0.12 -1.02
N 1.28 -0.28 -0.02
C -0.01 -0.61 -0.26
Se -0.48 -1.17 -1.98
N -0.63 -0.63 0.94
C 0.28 -0.27 1.97
C 0.24 -0.35 3.35
C 1.44 -0.12 4.06
C 2.66 0.13 3.42
C 2.71 0.16 2.01
C 1.50 -0.03 1.33
H 3.10 -0.86 -0.88
H 2.73 0.88 -0.97
H 1.87 -0.26 -1.99
H -1.64 -0.77 0.96
H -0.71 -0.59 3.82
H 1.43 -0.13 5.13
H 3.53 0.30 4.04
H 3.64 0.31 1.48
```

Values from the calculation:
Frontier orbital gap (alpha / beta) ... 7.166 / 5.876 eV
Charge ... +3
Molecular weight ... 382.10 g/mol
HOMO level (alpha / beta) ... -18.55 / -20.80 eV
Spin multiplicity ... 5
Energy ... -126682.877 eV
LUMO energy (alpha / beta) ... -11.380 / -14.921 eV

=====

[3]
Formula: C12H8CrN3O3
Source: the OMol25 dataset
Level of theory: the ωB97M-V functional and the def2-TZVPD basis

```
27
Properties=species:S:1:pos:R:3
Cr 1.11 -0.06 -0.04
O -2.66 -1.79 -0.35
C -1.53 -1.31 -0.52
N -0.93 -0.32 0.27
C -1.58 0.40 1.21
O -2.74 0.38 1.60
C -0.64 1.44 1.84
C -1.10 2.28 2.84
C -0.22 3.19 3.40
C 1.10 3.22 2.95
C 1.48 2.34 1.96
N 0.62 1.49 1.41
C -0.64 -1.73 -1.59
C -1.04 -2.69 -2.53
C -0.21 -3.05 -3.56
C 1.08 -2.43 -3.64
C 1.43 -1.52 -2.69
N 0.63 -1.15 -1.67
H -2.13 2.19 3.15
H -0.55 3.87 4.18
H 1.82 3.91 3.37
H 2.49 2.28 1.58
H -2.03 -3.12 -2.40
H -0.52 -3.78 -4.29
H 1.77 -2.68 -4.43
H 2.41 -1.05 -2.71
O 2.60 -0.32 0.64
```

Values from the calculation:
Frontier orbital gap (alpha / beta) ... 4.799 / 8.279 eV
ΔE to the lowest compared entry with this formula, charge and spin ... 0.0 kcal/mol
Charge ... -1
Molecular weight ... 294.21 g/mol
HOMO level (alpha / beta) ... -1.93 / -5.47 eV
Spin multiplicity ... 5
Energy ... -51610.059 eV
LUMO energy (alpha / beta) ... 2.873 / 2.812 eV

=====

[4]
Formula: C12H8N2NaO4S5Se
Source: the OMol25 dataset
Level of theory: the ωB97M-V functional and the def2-TZVPD basis

```
33
Properties=species:S:1:pos:R:3
Na -0.47 -0.67 0.56
O -3.42 2.42 0.52
C -2.36 1.67 0.22
O -2.41 0.48 0.11
C -1.12 2.48 0.03
C -1.11 3.86 0.16
C 0.11 4.52 0.05
C 1.26 3.77 -0.15
C 1.13 2.39 -0.28
N -0.03 1.76 -0.23
C 2.33 1.50 -0.46
O 3.42 1.87 0.25
O 2.34 0.54 -1.16
H -4.16 1.82 0.70
H -2.02 4.39 0.38
H 0.16 5.59 0.14
H 2.23 4.24 -0.23
H 3.16 2.43 0.99
C -0.67 -3.10 3.76
S -1.62 -1.59 3.52
C -0.77 -0.50 4.61
C -0.16 0.64 4.23
S 0.04 1.33 2.66
S 0.54 1.57 5.55
C 0.09 0.53 6.86
S 0.44 0.85 8.44
S -0.81 -0.83 6.33
H -1.10 -3.86 3.11
H -0.72 -3.44 4.80
H 0.37 -2.95 3.46
Se -0.55 -5.89 0.32
C -0.54 -4.08 0.33
N -0.53 -2.91 0.38
```

Values from the calculation:
Frontier orbital gap ... 5.893 eV
ΔE to the lowest compared entry with this formula, charge and spin ... 1.0 kcal/mol
Charge ... -1
Molecular weight ... 506.49 g/mol
HOMO level ... -4.56 eV
Energy ... -147688.067 eV
LUMO energy ... 1.335 eV

=====

[5]
Formula: C12H8O2S
Source: the OMol25 dataset
Level of theory: the ωB97M-V functional and the def2-TZVPD basis

```
23
Properties=species:S:1:pos:R:3
C -3.40 -0.11 0.00
C -3.17 1.26 0.00
C -1.87 1.73 0.00
C -0.79 0.85 0.00
C 1.62 0.72 0.01
C 2.78 1.50 0.00
C 4.02 0.89 -0.01
C 4.11 -0.51 0.00
C 2.94 -1.26 0.00
C 1.69 -0.66 0.00
C -1.03 -0.52 0.01
C -2.34 -0.99 0.01
H -5.33 0.09 0.00
H -4.00 1.98 0.00
H -1.66 2.82 0.01
H 2.66 2.60 0.01
H 4.92 1.49 -0.02
H 5.06 -1.01 0.03
H 3.01 -2.32 -0.01
H -2.53 -2.05 0.01
O -4.67 -0.65 0.00
O 0.45 1.45 0.00
S 0.27 -1.72 0.00
```

Values from the calculation:
Frontier orbital gap ... 8.305 eV
ΔE to the lowest compared entry with this formula, charge and spin ... 0.0 kcal/mol
Molecular weight ... 216.26 g/mol
HOMO level ... -7.53 eV
SMILES ... Oc1ccc2c(c1)Sc1ccccc1O2
Energy ... -27503.795 eV
LUMO energy ... 0.775 eV

=====

[6]
Formula: C12H9AgN5SSe
Source: the OMol25 dataset
Level of theory: the ωB97M-V functional and the def2-TZVPD basis

```
29
Properties=species:S:1:pos:R:3
Ag -0.34 0.31 0.35
Se -1.48 -2.33 3.53
N -1.13 -1.38 4.98
C -0.57 -0.25 4.57
C -0.09 0.82 5.40
C 0.42 1.90 4.77
C 0.46 1.97 3.33
N 0.04 1.03 2.55
C -0.48 -0.09 3.16
N -0.92 -1.07 2.40
H -0.15 0.73 6.47
H 0.79 2.74 5.34
H 0.87 2.86 2.87
N -0.80 2.76 -2.03
C -0.43 1.57 -2.53
N -0.21 0.52 -1.78
C 0.15 -0.59 -2.56
C 0.45 -1.86 -2.10
C 0.79 -2.84 -3.01
C 0.84 -2.57 -4.38
C 0.55 -1.30 -4.85
C 0.21 -0.33 -3.93
S -0.22 1.34 -4.23
H -0.93 2.87 -1.04
H -0.97 3.55 -2.62
H 0.41 -2.09 -1.04
H 1.02 -3.84 -2.65
H 1.11 -3.35 -5.07
H 0.58 -1.09 -5.91
```

Values from the calculation:
Frontier orbital gap ... 6.941 eV
ΔE to the lowest compared entry with this formula, charge and spin ... 0.0 kcal/mol
Charge ... +1
Molecular weight ... 442.13 g/mol
HOMO level ... -11.41 eV
Energy ... -100215.896 eV
LUMO energy ... -4.465 eV

=====

[7]
Formula: C12H9Cl4O4
Source: the OMol25 dataset
Level of theory: the ωB97M-V functional and the def2-TZVPD basis

```
29
Properties=species:S:1:pos:R:3
Cl 0.08 -2.53 2.14
C -0.83 -1.07 2.05
C -0.78 -0.18 3.09
Cl 0.21 -0.49 4.46
C -1.55 1.03 3.07
O -1.47 1.84 3.98
C -2.45 1.25 1.92
O -3.21 2.20 1.89
C -2.42 0.30 0.85
Cl -3.39 0.61 -0.54
C -1.62 -0.81 0.92
Cl -1.56 -1.90 -0.43
C -0.35 1.00 -1.65
C 0.86 0.25 -1.25
C 1.39 0.55 0.05
C 2.70 0.02 0.52
O 0.75 1.27 0.80
C 1.46 -0.71 -2.13
C 0.76 -1.09 -3.40
O 2.53 -1.24 -1.87
H -1.19 0.33 -1.80
H -0.63 1.70 -0.86
H -0.17 1.58 -2.56
H 2.94 -0.93 0.05
H 3.49 0.73 0.28
H 2.67 -0.12 1.60
H -0.09 -0.45 -3.62
H 1.46 -1.03 -4.24
H 0.40 -2.11 -3.33
```

Values from the calculation:
Frontier orbital gap ... 3.721 eV
ΔE to the lowest compared entry with this formula, charge and spin ... 0.0 kcal/mol
Charge ... -1
Molecular weight ... 359.01 g/mol
HOMO level ... -3.36 eV
Energy ... -70869.534 eV
LUMO energy ... 0.363 eV

=====

[8]
Formula: C12H9CuF9NO16S2
Source: the OMol25 dataset
Level of theory: the ωB97M-V functional and the def2-TZVPD basis

```
50
Properties=species:S:1:pos:R:3
Cu -1.20 -0.16 0.77
C 1.37 -0.09 4.22
F 2.51 0.11 4.85
F 0.58 -0.90 4.83
F 0.70 1.03 4.02
S 1.68 -0.69 2.38
O 1.89 0.53 1.61
O 2.83 -1.56 2.39
N 0.13 -1.36 1.90
S 0.08 -2.93 2.37
O 0.28 -3.88 1.24
O 0.79 -3.41 3.55
C -1.80 -3.21 2.85
F -1.99 -2.52 3.96
F -2.50 -2.64 1.90
F -2.01 -4.50 3.04
C -3.76 0.03 0.61
O -3.27 0.14 1.70
O -4.91 -0.39 0.35
O -3.04 0.02 -0.38
C -0.74 5.29 2.22
C -0.53 5.16 0.69
O -0.66 3.78 0.43
C -0.71 3.08 1.57
O -0.68 1.88 1.66
O -0.84 3.93 2.57
F 0.75 5.60 0.58
H -1.70 5.77 2.35
H -0.01 5.89 2.77
H -1.12 5.97 0.26
C 1.21 2.18 -4.14
C 0.86 0.72 -4.69
O 0.12 0.20 -3.60
C 0.26 1.03 -2.49
O -0.11 0.64 -1.37
O 0.80 2.22 -2.83
F 2.02 0.01 -4.76
H 0.56 2.85 -4.70
H 2.25 2.49 -4.23
H 0.47 0.79 -5.71
C 0.60 -3.83 -3.25
C 1.90 -3.40 -2.50
O 1.45 -2.48 -1.54
C 0.16 -2.64 -1.41
O -0.57 -2.02 -0.64
O -0.29 -3.59 -2.23
F 2.77 -2.72 -3.22
H 0.58 -4.84 -3.66
H 0.47 -3.27 -4.18
H 2.36 -4.30 -2.12
```

Values from the calculation:
Frontier orbital gap (alpha / beta) ... 7.237 / 6.680 eV
ΔE to the lowest compared entry with this formula, charge and spin ... 64.9 kcal/mol
Charge ... -1
Molecular weight ... 721.86 g/mol
HOMO level (alpha / beta) ... -5.10 / -4.54 eV
Spin multiplicity ... 2
Energy ... -137605.407 eV
LUMO energy (alpha / beta) ... 2.135 / 2.135 eV

=====

Question: Number 4 is which compound?
Answer: C12H8N2NaO4S5Se

=====

Question: The highest molecular weight belongs to which entry?
Answer: C12H9CuF9NO16S2

=====

Question: molecular weight of number 8 (C12H9CuF9NO16S2)?
Answer: 721.86 g/mol